Here is an isolated molecule of C7H7BrINO3 in a non-equilibrium geometry from the Open Molecules 2025 dataset. Energies are from ωB97M-V/def2-TZVPD.

The geometry in ORCA input format:
```
! wB97M-V def2-TZVPD RIJCOSX def2/J DEFGRID3
* xyz 0 1
O -0.46 2.93 -0.40
C -0.70 2.01 0.31
O -1.49 1.98 1.41
C -2.87 1.79 1.22
C -3.30 1.48 0.03
C -3.68 0.99 -1.09
Br -4.62 2.04 -2.44
I -3.24 -1.06 -1.55
N -0.14 0.81 0.08
C 0.80 0.51 -1.05
C 1.02 -0.84 -0.43
O 0.68 -1.97 -1.09
C 0.03 -0.47 0.66
H -3.49 1.64 2.08
H 1.56 1.27 -1.27
H 0.32 0.65 -2.07
H 2.11 -0.89 -0.11
H 0.97 -2.76 -0.80
H -0.85 -1.04 0.62
H 0.52 -0.49 1.58
*
```

Properties
**HOMO**: -9.371 eV
**Structure (SMILES)**: O=C(OC=C=C(Br)I)N1CC(O)C1
**Relative energy (zero: lowest compared OMol25 entry of this formula, charge and spin)**: 9.48 kcal per mole
**Total energy**: -3422.98259 Eh

Atom charges from the Mulliken analysis, given in e for atoms 1 to 2: -0.59, 0.64

=====

Here is a structure of composition C3H9NO in a non-equilibrium geometry from the Open Molecules 2025 dataset. Energies are from ωB97M-V/def2-TZVPD.

The geometry in ORCA input format:
```
! wB97M-V def2-TZVPD RIJCOSX def2/J DEFGRID3
* xyz 0 1
C -0.14 0.57 -0.21
C 0.38 -0.70 0.19
C -1.80 -0.40 -0.28
N 2.04 0.05 0.19
O -0.26 1.52 0.76
H 0.30 2.27 0.51
H 0.03 0.92 -1.23
H 2.59 -0.09 1.03
H 2.60 -0.19 -0.63
H 0.23 -1.00 1.22
H 0.49 -1.46 -0.57
H -1.96 -0.54 -1.35
H -2.49 0.35 0.12
H -2.02 -1.32 0.26
*
```

Properties
**HOMO**: -8.381 eV
**Relative energy (zero: lowest compared OMol25 entry of this formula, charge and spin)**: 97.07 kcal per mole
**Total energy**: -249.55901 Eh

Atom charges from the Mulliken analysis, given in e for atoms 1 to 2: 0.20, -0.57

=====

Here is a structure of composition C35H46GeN6O2PtS4Si3 in a non-equilibrium geometry from the Open Molecules 2025 dataset. Energies are from ωB97M-V/def2-TZVPD.

The geometry in ORCA input format:
```
! wB97M-V def2-TZVPD RIJCOSX def2/J DEFGRID3
* xyz 1 4
Pt -0.31 -0.44 0.84
S -3.89 -3.91 6.48
N -2.86 -2.64 6.52
C -2.57 -2.30 5.27
C -1.65 -1.26 4.86
C -1.01 -0.38 5.68
C -0.16 0.60 5.12
C 0.08 0.58 3.76
N -0.50 -0.31 2.94
C -1.42 -1.20 3.46
C -2.08 -1.97 2.53
N -1.80 -1.73 1.19
C -2.44 -2.48 0.27
C -3.34 -3.49 0.59
C -3.64 -3.75 1.94
C -3.00 -3.00 2.88
C -3.21 -3.15 4.30
N -3.98 -4.07 4.85
H -1.20 -0.44 6.74
H 0.28 1.37 5.74
H 0.75 1.30 3.31
H -2.24 -2.27 -0.76
H -3.82 -4.05 -0.22
H -4.35 -4.51 2.25
C -2.86 0.37 -4.28
Si -3.19 0.29 -2.42
C -4.02 1.80 -1.69
C -4.23 -1.25 -2.02
Ge -0.47 0.31 -1.41
Si 0.44 -2.22 -2.38
C -0.66 -3.71 -1.99
C 2.18 -2.60 -1.76
C 0.44 -1.94 -4.25
Si 0.15 2.48 -2.69
C 1.66 3.27 -1.86
C 0.56 1.98 -4.47
C -1.27 3.75 -2.70
H -3.82 0.39 -4.83
H -2.25 -0.47 -4.64
H -2.34 1.30 -4.53
H -5.02 1.90 -2.12
H -3.46 2.72 -1.87
H -4.12 1.65 -0.60
H -5.16 -1.16 -2.61
H -4.49 -1.29 -0.96
H -3.79 -2.20 -2.32
H -0.62 -3.99 -0.94
H -0.25 -4.53 -2.57
H -1.70 -3.59 -2.29
H 2.34 -2.21 -0.75
H 2.95 -2.17 -2.40
H 2.37 -3.66 -1.71
H -0.54 -1.80 -4.70
H 0.93 -2.81 -4.68
H 1.02 -1.05 -4.48
H 2.56 3.12 -2.46
H 1.82 2.83 -0.89
H 1.47 4.34 -1.73
H 1.44 1.32 -4.51
H 0.83 2.88 -5.04
H -0.28 1.53 -4.99
H -1.55 4.09 -1.70
H -2.16 3.41 -3.25
H -0.89 4.64 -3.23
O 1.34 0.72 0.34
C 2.75 0.56 0.60
C 3.15 1.66 1.59
C 3.27 1.51 2.93
C 3.63 2.70 3.62
C 3.75 3.76 2.79
S 3.47 3.31 1.16
C 3.51 0.74 -0.74
C 3.11 0.43 -2.01
C 4.15 0.53 -2.97
C 5.33 0.97 -2.44
S 5.18 1.25 -0.78
C 3.11 -0.81 1.22
C 2.35 -1.82 1.75
C 3.13 -2.88 2.27
C 4.46 -2.67 2.17
S 4.79 -1.16 1.42
H 3.12 0.54 3.39
H 3.79 2.77 4.68
H 3.99 4.78 3.04
H 2.10 0.09 -2.21
H 4.05 0.25 -4.02
H 6.28 1.14 -2.94
H 1.27 -1.83 1.81
H 2.69 -3.79 2.73
H 5.26 -3.33 2.49
N 0.06 3.03 1.13
C -1.21 2.96 0.69
N -2.10 3.91 1.16
O -1.61 2.11 -0.13
H 0.38 3.81 1.69
H 0.72 2.31 0.83
H -1.89 4.45 1.98
H -3.07 3.77 0.94
*
```

Properties
**HOMO (spin up / spin down)**: -7.705 / -10.686 eV
**Relative energy (zero: lowest compared OMol25 entry of this formula, charge and spin)**: 11.54 kcal per mole
**Total energy**: -6497.61240 Eh

Atom charges from the Mulliken analysis, given in e for atoms 1 to 2: 0.36, 0.15

=====

Here is a structure of composition C24H23CoN6O in a non-equilibrium geometry from the Open Molecules 2025 dataset. Energies are from ωB97M-V/def2-TZVPD.

The geometry in ORCA input format:
```
! wB97M-V def2-TZVPD RIJCOSX def2/J DEFGRID3
* xyz 1 4
Co -0.36 -0.96 -0.62
C 1.29 1.33 4.21
C 0.42 0.39 4.82
C -0.25 -0.55 4.04
C 0.00 -0.58 2.63
C 0.89 0.35 2.09
C 1.53 1.32 2.84
N -0.58 -1.48 1.70
N -1.26 -2.38 2.09
C -1.82 -3.11 0.97
C -2.69 -4.13 1.28
C -3.31 -4.84 0.23
C -2.96 -4.51 -1.06
C -2.10 -3.46 -1.32
N -1.55 -2.76 -0.32
H 1.77 2.10 4.82
H 0.29 0.42 5.89
H -0.91 -1.26 4.53
H 1.06 0.34 1.02
H 2.21 2.02 2.40
H -2.85 -4.33 2.33
H -4.05 -5.58 0.39
H -3.42 -5.07 -1.88
H -1.88 -3.16 -2.35
C 0.50 2.52 -1.95
C 1.89 2.00 -1.72
C 2.92 2.92 -1.62
C 4.20 2.53 -1.29
C 4.54 1.20 -1.11
C 3.53 0.22 -1.19
C 3.83 -1.20 -0.82
C 2.23 0.65 -1.51
N 1.15 -0.30 -1.67
H 0.59 3.57 -2.20
H -0.14 2.42 -1.06
H 0.01 2.02 -2.79
H 2.71 3.97 -1.79
H 4.95 3.29 -1.16
H 5.56 0.93 -0.87
H 4.88 -1.32 -0.51
H 3.64 -1.93 -1.61
H 3.22 -1.52 0.05
C -3.59 2.57 -1.01
C -3.17 1.78 -2.07
C -2.33 0.73 -1.83
N -1.86 0.45 -0.60
C -2.32 1.16 0.45
C -3.19 2.22 0.28
H -4.25 3.41 -1.15
H -3.47 2.00 -3.09
H -1.95 0.13 -2.64
H -1.91 0.89 1.41
H -3.56 2.78 1.15
O 1.26 0.19 -3.82
N 0.65 -0.41 -2.95
*
```

Properties
**HOMO (spin up / spin down)**: -10.900 / -10.978 eV
**Total energy**: -2714.60841 Eh

Atom charges from the Mulliken analysis, given in e for atoms 1 to 2: 0.03, -0.40